1.
Below is a molecular structure, C9H16NOS2Tb at a distorted geometry, with properties calculated with ωB97M-V/def2-TZVPD.

XYZ file:
```
30
C9H16NOS2Tb (ωB97M-V/def2-TZVPD)
C -2.085 1.846 -2.232
C -1.313 1.115 -3.264
C -0.916 -0.341 -2.844
C -0.653 -0.475 -1.346
S 0.062 -2.083 -0.874
C 0.103 -2.114 1.048
S -0.522 -3.413 1.732
N 0.527 -0.932 1.497
C 1.846 -0.391 1.076
C 1.998 1.036 1.629
O 0.724 1.558 1.925
C 0.191 0.912 3.071
C 0.251 -0.621 2.918
H -1.596 2.537 -1.560
H -3.028 1.449 -1.874
H -0.393 1.646 -3.512
H -1.899 1.044 -4.188
H -1.690 -1.076 -3.148
H 0.025 -0.536 -3.395
H -0.009 0.333 -1.001
H -1.606 -0.394 -0.823
H 2.623 -1.060 1.462
H 1.907 -0.407 -0.011
H 2.639 1.037 2.519
H 2.452 1.698 0.892
H -0.835 1.261 3.165
H 0.746 1.213 3.967
H 1.024 -1.091 3.535
H -0.701 -1.079 3.181
Tb 0.127 -2.672 -3.542
```

Its spin multiplicity is 7. As for the expectation value of S²: 13.0293. The total energy is -2102.5690 Ha. The calculation puts the HOMO energy (spin up / spin down) at -14.665 / -15.068 eV. The total charge is +2.

2.
Below is a single C3H2ClNO2 molecule at a distorted geometry, with properties calculated with ωB97M-V/def2-TZVPD.

XYZ file:
```
9
C3H2ClNO2 (ωB97M-V/def2-TZVPD)
O 1.050 -0.628 -1.631
C 0.266 -0.190 -0.629
N -1.023 0.214 -0.887
C -1.475 0.561 0.264
O -0.630 0.414 1.291
C 0.503 -0.055 0.691
Cl 1.872 -0.373 1.666
H 1.921 -0.898 -1.238
H -2.483 0.954 0.474
```

The energy above the lowest of the compared OMol25 structures with the same formula, charge and spin comes out at 16.48 kcal/mol. The total energy is -780.9250 Ha. Its SMILES is Oc1ncoc1Cl. The calculation puts the HOMO energy at -8.947 eV.

3.
Below is a single C4H8FN molecule at a distorted geometry, with properties calculated with ωB97M-V/def2-TZVPD.

XYZ file:
```
14
C4H8FN (ωB97M-V/def2-TZVPD)
C -0.401 1.875 -0.406
C -0.186 0.687 0.129
C 1.173 0.249 0.602
N 1.747 -0.781 -0.312
C -1.307 -0.285 0.382
F -0.992 -1.480 -0.316
H -1.415 2.208 -0.728
H 0.363 2.641 -0.535
H 1.883 1.084 0.609
H 1.045 -0.185 1.604
H 1.781 -0.414 -1.241
H 1.044 -1.474 -0.400
H -2.242 0.149 -0.002
H -1.430 -0.383 1.485
```

The energy above the lowest of the compared OMol25 structures with the same formula, charge and spin comes out at 18.21 kcal/mol. The total energy is -311.7904 Ha. Its SMILES is C=C(CN)CF. The calculation puts the HOMO energy at -9.276 eV.

4.
Below is a single C23H29BrN4O3 molecule, with properties calculated with ωB97M-V/def2-TZVPD.

XYZ file:
```
60
C23H29BrN4O3 (ωB97M-V/def2-TZVPD)
C -2.736 -1.249 -1.125
C -2.352 -1.696 0.280
N -1.072 -2.392 0.328
C -0.980 -3.570 -0.521
C -2.009 -4.677 -0.264
C -0.595 -2.610 1.684
C 0.941 -2.532 1.721
N 1.374 -1.403 0.928
C 1.823 -0.266 1.464
O 2.137 -0.091 2.627
C 2.036 0.903 0.451
O 2.160 2.082 1.177
C 3.321 0.578 -0.281
C 4.544 0.808 0.325
C 5.704 0.453 -0.341
Br 7.384 0.754 0.494
C 5.664 -0.124 -1.600
C 4.443 -0.341 -2.207
C 3.266 0.007 -1.551
N 2.028 -0.197 -2.124
C 0.863 0.421 -1.699
O -0.127 0.373 -2.400
N 0.908 1.009 -0.471
C -0.248 1.703 -0.009
C -0.764 1.463 1.256
C -1.891 2.149 1.672
C -2.527 3.067 0.851
C -3.750 3.789 1.325
C -2.002 3.311 -0.422
C -2.649 4.305 -1.336
C -0.865 2.633 -0.832
H -3.589 -0.578 -1.059
H -3.014 -2.090 -1.754
H -1.916 -0.711 -1.593
H -3.165 -2.303 0.712
H -2.244 -0.800 0.898
H -1.068 -3.232 -1.556
H 0.023 -3.984 -0.395
H -3.016 -4.332 -0.479
H -1.972 -5.017 0.769
H -1.793 -5.525 -0.909
H -0.993 -1.812 2.315
H -0.919 -3.568 2.115
H 1.391 -3.438 1.307
H 1.296 -2.392 2.742
H 0.928 -1.376 0.018
H 2.166 1.832 2.121
H 4.582 1.260 1.303
H 6.580 -0.395 -2.103
H 4.397 -0.778 -3.193
H 1.984 -0.571 -3.061
H -0.295 0.757 1.922
H -2.285 1.959 2.661
H -3.580 4.865 1.334
H -4.592 3.594 0.662
H -4.019 3.473 2.330
H -2.117 4.361 -2.281
H -3.682 4.023 -1.537
H -2.659 5.295 -0.881
H -0.455 2.823 -1.811
```

The energy above the lowest of the compared OMol25 structures with the same formula, charge and spin comes out at 0.00 kcal/mol. The total energy is -3912.6745 Ha. Its SMILES is CCN(CC)CCNC(=O)[C@@]1(O)c2cc(Br)ccc2NC(=O)N1c1ccc(C)c(C)c1. The calculation puts the HOMO energy at -8.386 eV.

5.
Below is 2 unconnected molecules or ions with the total composition C4H9NO at a distorted geometry, with properties calculated with ωB97M-V/def2-TZVPD.

XYZ file:
```
15
C4H9NO (ωB97M-V/def2-TZVPD)
C -1.735 1.943 1.196
C -1.073 0.879 1.632
N 0.277 0.657 1.491
H -1.194 2.704 0.622
H -2.792 2.124 1.263
H -1.610 0.178 2.269
H 0.880 1.347 1.079
H 0.745 -0.033 2.046
C 1.079 -1.076 -2.473
C 1.080 -1.885 -1.424
O 0.497 -1.675 -0.227
H 1.603 -1.402 -3.356
H 0.579 -0.111 -2.472
H 1.527 -2.878 -1.468
H 0.136 -0.773 -0.176
```

The energy above the lowest of the compared OMol25 structures with the same formula, charge and spin comes out at 53.31 kcal/mol. The total energy is -287.7475 Ha. Its SMILES is C=CN.C=CO. The calculation puts the HOMO energy at -8.454 eV.

6.
Below is a molecular structure, C39H52AlN7O3S3 at a distorted geometry, with properties calculated with ωB97M-V/def2-TZVPD.

XYZ file:
```
105
C39H52AlN7O3S3 (ωB97M-V/def2-TZVPD)
Al -0.203 0.723 -0.970
C 2.854 -1.075 2.769
C 2.112 -1.174 1.426
C 1.132 -2.394 1.415
C 3.047 -1.216 0.256
C 4.067 -2.155 0.212
C 4.915 -2.239 -0.883
C 4.737 -1.380 -1.950
C 3.728 -0.416 -1.947
C 3.518 0.469 -3.158
C 2.567 -0.204 -4.147
C 4.815 0.874 -3.866
C 2.854 -0.298 -0.853
N 1.771 0.660 -0.977
C 2.059 1.944 -0.453
C 1.109 2.921 -0.500
N -0.141 2.651 -1.064
C -1.111 3.678 -1.021
C -1.170 4.553 -2.126
C -2.122 5.566 -2.185
C -3.049 5.733 -1.177
C -3.034 4.866 -0.096
C -2.102 3.839 0.010
C -2.211 2.918 1.214
C -2.067 3.703 2.522
C -3.515 2.126 1.225
C -0.199 4.392 -3.276
C -0.928 4.031 -4.572
C 0.663 5.644 -3.472
H 2.163 -0.915 3.585
H 3.559 -0.238 2.756
H 3.413 -1.989 2.995
H 1.512 -0.293 1.344
H 1.716 -3.350 1.560
H 0.575 -2.466 0.408
H 0.231 -2.284 2.360
H 4.196 -2.847 1.036
H 5.703 -2.985 -0.908
H 5.389 -1.479 -2.811
H 3.061 1.408 -2.840
H 2.985 -1.145 -4.520
H 2.375 0.447 -5.006
H 1.607 -0.428 -3.678
H 5.289 0.032 -4.380
H 5.535 1.293 -3.159
H 4.606 1.635 -4.623
H 3.017 2.188 -0.004
H 1.368 3.893 -0.078
H -2.146 6.234 -3.042
H -3.789 6.525 -1.237
H -3.779 4.989 0.684
H -1.392 2.156 1.161
H -2.901 4.399 2.669
H -1.140 4.285 2.537
H -2.050 3.025 3.374
H -4.394 2.777 1.336
H -3.520 1.413 2.056
H -3.617 1.562 0.293
H 0.491 3.573 -3.073
H -1.592 4.835 -4.906
H -1.532 3.132 -4.435
H -0.211 3.836 -5.375
H 0.066 6.510 -3.778
H 1.417 5.473 -4.247
H 1.184 5.905 -2.548
N -5.321 -2.474 5.996
C -4.174 -2.570 5.182
C -3.020 -3.182 5.667
C -1.919 -3.370 4.842
C -1.989 -2.983 3.515
C -3.153 -2.427 3.002
C -4.247 -2.243 3.830
S -0.590 -3.197 2.427
O 0.524 -3.532 3.434
O -0.986 -4.255 1.525
N -0.470 -1.515 1.397
C -0.279 -0.319 1.897
S -0.065 0.093 3.610
C 0.135 1.766 3.189
C 0.009 1.893 1.849
N -0.228 0.770 1.082
H -5.096 -2.385 6.976
H -5.950 -1.745 5.693
H -2.968 -3.505 6.701
H -1.011 -3.812 5.229
H -3.200 -2.134 1.958
H -5.158 -1.825 3.415
H 0.335 2.548 3.899
H 0.125 2.858 1.405
O -1.888 0.671 -1.029
S -0.164 -1.659 -1.019
C -0.130 -3.340 -1.290
N 0.729 -4.216 -0.741
C 0.630 -5.654 -0.877
C 0.047 -6.024 -2.226
C -1.248 -5.262 -2.407
N -1.034 -3.848 -2.170
H 1.362 -3.842 -0.052
H 0.000 -6.029 -0.061
H 1.630 -6.072 -0.754
H -0.125 -7.100 -2.294
H 0.749 -5.745 -3.016
H -2.011 -5.617 -1.702
H -1.638 -5.382 -3.419
H -1.701 -3.183 -2.526
```

The total energy is -3562.8980 Ha. The calculation puts the HOMO energy (spin up / spin down) at -0.112 / -0.124 eV. The total charge is -2.